# 1
Here is a structure of composition C15H12As2F36NaO3 from the Open Molecules 2025 dataset. Energies are from ωB97M-V with the def2-TZVPD basis set.

Structure (ORCA input):
```
! RIJCOSX wB97M-V def2-TZVPD def2/J DEFGRID3
* xyz -1 1
Na -1.67629 3.71132 0.62486
As -6.41445 -0.23951 -3.47569
F -5.39428 -0.06994 -4.96383
F -5.37752 0.89742 -2.51592
F -7.54978 -0.30001 -2.14101
F -7.52084 -1.30907 -4.42308
F -5.52725 -1.67746 -2.87653
F -7.28106 1.08977 -4.16936
As 0.63918 4.16988 -6.97458
F 0.10770 3.83738 -5.30506
F -1.05725 3.75239 -7.53582
F 1.14503 4.46373 -8.72536
F 2.26171 4.71574 -6.35159
F 1.10771 2.50101 -7.20534
F 0.06547 5.92120 -6.80156
C 1.06417 -5.29386 -5.78173
C -0.18884 -5.69139 -6.56822
C -0.94944 -6.89798 -5.95292
F -1.98400 -7.29073 -6.69165
F -0.15821 -7.95726 -5.67552
F -1.01743 -4.63751 -6.63403
F 0.18157 -5.83991 -7.83729
O 0.76470 -5.14193 -4.32669
C 0.59648 -3.82538 -3.86085
C 0.41545 -3.94066 -2.28005
F 0.23126 -2.69204 -1.76353
F -0.61158 -4.67872 -1.91764
F 1.67595 -3.12825 -4.23859
F -0.41231 -3.22115 -4.53658
H 1.58925 -4.47673 -6.27640
H 1.65367 -6.21049 -5.76198
H -1.35072 -6.63865 -4.97322
H 1.31477 -4.36000 -1.82895
C 2.76308 5.82317 3.43293
C 1.64038 5.60155 4.46563
C 1.54330 6.66661 5.62538
F 2.67699 6.70211 6.37506
F 1.32394 7.93084 5.24617
F 0.45434 5.52309 3.84523
F 1.67297 4.44806 5.00897
O 2.62961 4.94657 2.33358
C 3.82968 4.60662 1.63817
C 4.43961 5.76229 0.87265
F 4.79466 6.86609 1.58431
F 5.58771 5.39555 0.24541
F 4.67234 4.07496 2.58905
F 3.43174 3.66104 0.81542
H 3.67595 5.75647 4.02481
H 2.80974 6.86572 3.11827
H 0.71186 6.44753 6.29532
H 3.76985 6.07822 0.07283
C -0.40019 -3.37176 6.27779
C 0.83981 -2.54683 6.65118
C 1.77816 -2.12980 5.44969
F 2.00516 -3.06099 4.53285
F 1.39264 -1.02171 4.76445
F 0.53751 -1.55047 7.46358
F 1.55240 -3.35177 7.41836
O -1.15957 -2.73163 5.25066
C -2.49811 -2.42036 5.62887
C -3.09560 -1.59869 4.52981
F -4.39098 -1.30078 4.75628
F -2.38081 -0.44849 4.22144
F -3.14746 -3.55691 5.79376
F -2.47319 -1.73736 6.72258
H -0.92471 -3.47607 7.22758
H -0.03752 -4.35177 5.96771
H 2.73790 -1.84651 5.88182
H -3.10630 -2.19611 3.61817
*
```

For the HOMO-LUMO gap, the calculation gives 0.2532 hartree. The energy relative to the best compared isomer or geometry (same formula, charge and spin) is 609.7 kJ/mol.

---

# 2
Here is a structure of composition C71H70MgN7O13 from the Open Molecules 2025 dataset. Energies are from ωB97M-V with the def2-TZVPD basis set.

Structure (ORCA input):
```
! RIJCOSX wB97M-V def2-TZVPD def2/J DEFGRID3
* xyz 1 1
Mg -2.98231 -1.09821 -2.39348
C 0.00922 0.31605 0.44931
C -1.05372 -0.76773 0.17714
C -2.14352 -0.63341 1.20466
O -1.44341 -0.84833 -1.18644
H -0.21958 1.36304 0.22494
H 0.84229 -0.04299 -0.16289
H 0.36355 0.43339 1.47574
H -0.58163 -1.75567 0.26828
H -1.63532 -0.91714 2.12769
H -2.94262 -1.36718 1.05700
H -2.61624 0.34891 1.24514
C 6.96298 -7.86639 -1.58426
C 6.53024 -7.85267 -2.90382
C 5.25881 -7.44551 -3.18164
C 4.44350 -6.89275 -2.19924
C 4.91532 -6.80292 -0.86888
C 6.15201 -7.39244 -0.56520
C 4.14777 -6.09677 0.20757
O 4.57700 -5.99047 1.33016
C 2.85195 -5.49825 -0.21245
C 2.08478 -4.79066 0.72780
C 0.81079 -4.34373 0.45497
C 0.28416 -4.61522 -0.77606
C 0.98623 -5.30631 -1.73119
C 2.28283 -5.77064 -1.47440
C 3.04265 -6.58292 -2.47983
O 2.44008 -7.01389 -3.44305
H 7.98458 -8.18995 -1.43087
H 7.16257 -8.30723 -3.65500
H 4.98275 -7.45676 -4.22910
H 6.67671 -7.35304 0.38005
H 2.60980 -4.56559 1.64962
H 0.39115 -3.65272 1.17812
H -0.66381 -4.26683 -1.17638
H 0.49201 -5.53486 -2.66534
C -7.44666 4.85281 4.33929
C -6.09888 4.99743 4.06244
C -5.29776 3.85590 3.96686
C -5.82795 2.55984 4.00655
C -7.18061 2.43686 4.38433
C -7.97700 3.56905 4.46405
C -7.80349 1.08786 4.58144
O -8.94046 0.96671 4.95854
C -6.93730 -0.11666 4.25424
C -7.52373 -1.39283 4.27820
C -6.81718 -2.47246 3.75806
C -5.52811 -2.32129 3.26042
C -4.91700 -1.08820 3.35700
C -5.62379 0.04596 3.81460
C -4.95589 1.36263 3.72658
O -3.74803 1.42658 3.64627
H -8.05026 5.74481 4.43319
H -5.75962 5.95882 3.69886
H -4.23900 4.00326 3.79195
H -9.03544 3.56740 4.68900
H -8.47547 -1.50571 4.77785
H -7.31791 -3.42595 3.64713
H -5.12451 -3.13310 2.66956
H -3.93102 -0.95479 2.94155
C 7.63254 1.63479 -5.88994
C 6.86498 1.56537 -7.02884
C 5.49880 1.27768 -6.94258
C 4.98882 0.88067 -5.70483
C 5.84440 0.84605 -4.57982
C 7.16340 1.24463 -4.67555
C 5.23808 0.46926 -3.23328
O 5.90373 0.61010 -2.23834
C 3.89898 -0.20650 -3.21212
C 3.43493 -0.86555 -2.08379
C 2.18357 -1.45859 -2.04293
C 1.36857 -1.32315 -3.15508
C 1.76587 -0.68664 -4.32315
C 3.06273 -0.19283 -4.36527
C 3.57379 0.36942 -5.63741
O 2.87199 0.43162 -6.62422
H 8.60721 2.08700 -6.03525
H 7.25360 2.08058 -7.89905
H 4.88073 1.26342 -7.82852
H 7.73890 1.50824 -3.79696
H 4.08196 -0.93615 -1.21681
H 1.84088 -2.02087 -1.18490
H 0.35990 -1.71374 -3.09354
H 1.14241 -0.68608 -5.20445
C 4.59398 -6.16295 4.70806
C 3.36642 -6.72199 4.37653
C 2.21065 -5.97970 4.29503
C 2.22991 -4.64596 4.68541
C 3.48164 -4.02207 4.87128
C 4.65045 -4.76700 4.69782
C 3.59718 -2.54487 5.10404
O 4.59960 -2.02750 5.51846
C 2.35050 -1.81504 4.67684
C 2.47084 -0.45192 4.62313
C 1.30769 0.31299 4.36089
C 0.05671 -0.22555 4.17122
C -0.03908 -1.61970 4.32570
C 1.07128 -2.40930 4.54875
C 0.96076 -3.85787 4.78258
O -0.10618 -4.44544 4.75796
H 5.53988 -6.66630 4.56487
H 3.33263 -7.73315 3.98732
H 1.27958 -6.47734 4.06147
H 5.67543 -4.42418 4.75543
H 3.38591 0.08248 4.82918
H 1.43616 1.38623 4.45411
H -0.78817 0.41953 3.97552
H -1.03364 -2.03861 4.23457
C -4.07758 -3.60224 -0.83031
O -3.82063 -2.54218 -1.41554
N -5.14625 -4.37507 -1.09989
N -3.23520 -4.12882 0.11328
H -5.92215 -4.02713 -1.63718
H -5.29918 -5.21662 -0.57311
H -2.30646 -3.75005 0.18649
H -3.59351 -4.81983 0.74508
C 2.71356 2.95141 -1.42296
O 3.48745 3.90505 -1.55501
N 2.41780 2.43152 -0.19837
N 1.74884 2.58273 -2.29791
H 3.27236 2.48584 0.34957
H 1.84495 1.60583 -0.18294
H 1.41645 3.10627 -3.09039
H 0.93806 2.16250 -1.87716
C -1.86349 2.27993 -3.58538
O -2.29441 1.24194 -4.13979
N -1.39513 2.22057 -2.33450
N -1.98260 3.46416 -4.19085
H -1.27512 3.14379 -1.92859
H -1.33220 1.42355 -1.72192
H -2.11795 3.35556 -5.18331
H -1.80413 4.36635 -3.79185
C -0.28045 6.45995 -3.31275
C -0.92876 6.70700 -1.94757
C -2.12119 7.64920 -2.14988
C -3.04175 7.78220 -0.95689
C -3.46980 6.36451 -0.52720
C -2.36827 5.29469 -0.31179
N -1.30935 5.42289 -1.32248
O -0.28265 4.47945 -1.14606
C -1.81938 5.37393 1.13703
C -2.97850 3.85895 -0.50021
C 0.14559 7.44505 -1.12507
H -0.10357 7.28443 -3.99739
H -0.93529 5.80739 -3.89140
H 0.58166 5.80563 -3.16578
H -1.86177 8.61778 -2.57650
H -2.70078 7.16420 -2.94704
H -3.93182 8.31169 -1.29042
H -2.57215 8.16587 -0.04925
H -4.03848 5.91687 -1.35044
H -4.14079 6.44891 0.32845
H -0.78026 5.10565 1.30953
H -2.08811 6.37532 1.48342
H -2.49526 4.80787 1.78352
H -3.84405 3.73328 0.15718
H -3.36867 3.72407 -1.50599
H -2.21005 3.17558 -0.15187
H -0.21752 7.81619 -0.16464
H 0.51033 8.31444 -1.67834
H 1.07077 6.88295 -0.97525
H -0.07055 4.62832 -0.20862
*
```

For the HOMO-LUMO gap, the calculation gives 0.2302 hartree.

---

# 3
Here is a cluster of 20 separate species, C51H75N19O2 in total from the Open Molecules 2025 dataset. Energies are from ωB97M-V with the def2-TZVPD basis set.

Structure (ORCA input):
```
! RIJCOSX wB97M-V def2-TZVPD def2/J DEFGRID3
* xyz 0 1
C 0.62788 0.83080 3.67253
C 0.95134 0.79746 2.16799
C 2.23645 0.01756 1.90508
C 2.81528 0.21795 0.50197
C 2.98545 1.70948 0.17227
C 4.09122 1.99209 -0.84299
C 3.71773 1.70781 -2.29917
C 2.60241 2.52990 -2.91200
C 1.95688 2.02588 -3.97791
C 0.89968 2.75842 -4.70166
O 0.23090 2.21602 -5.56165
C 0.70090 4.18900 -4.37586
C 1.31595 4.71792 -3.32396
C 2.17942 3.88403 -2.43036
O 2.46860 4.33683 -1.34348
H -0.31552 1.35272 3.82174
H 1.41204 1.38177 4.19585
H 0.58117 -0.18904 4.05191
H 0.13225 0.32483 1.62157
H 1.03738 1.83439 1.84127
H 3.02306 0.26998 2.62275
H 2.01772 -1.04489 2.06210
H 2.18506 -0.26491 -0.24644
H 3.78720 -0.28451 0.45180
H 2.01993 2.10771 -0.14686
H 3.24960 2.22077 1.10334
H 4.93876 1.35669 -0.59390
H 4.38269 3.03739 -0.75572
H 3.47815 0.65158 -2.43913
H 4.61172 1.88918 -2.90183
H 2.22360 1.03803 -4.33561
H 0.04564 4.78141 -5.00196
H 1.20120 5.75724 -3.04596
C -0.53111 -0.39098 -3.21815
C 0.46639 -1.14934 -2.47596
N 1.27165 -1.70576 -1.87484
H -0.43719 -0.58247 -4.28505
H -1.53030 -0.67712 -2.89455
H -0.38684 0.67168 -3.03015
C -3.92757 0.16099 -5.10791
C -3.03827 -0.92350 -5.50681
N -2.27915 -1.75454 -5.73840
H -4.55427 0.46362 -5.94517
H -4.55994 -0.16084 -4.28417
H -3.33135 1.01032 -4.77571
C 8.20566 -0.80695 -0.70421
C 7.36185 -0.03916 -1.61384
N 6.68376 0.56511 -2.31545
H 9.10876 -1.11929 -1.22605
H 8.48458 -0.20348 0.15641
H 7.67031 -1.68843 -0.35792
C -1.09410 -1.61416 7.11729
C -1.68448 -0.96260 5.95292
N -2.14873 -0.44981 5.03614
H -1.77103 -1.52642 7.96288
H -0.92966 -2.66845 6.90907
H -0.14025 -1.15066 7.36426
C 4.25666 2.16503 -7.04200
C 5.42003 1.37899 -7.44241
N 6.33355 0.76065 -7.75748
H 3.39794 1.51090 -6.89978
H 4.46551 2.68688 -6.10933
H 4.02187 2.89478 -7.81447
C -0.97731 -4.26958 -2.06092
C -1.12421 -5.71277 -1.89954
N -1.23775 -6.84723 -1.76653
H -1.59247 -3.92987 -2.89403
H -1.29041 -3.75726 -1.15321
H 0.05864 -4.01797 -2.26538
C 9.08768 -4.21101 1.51052
C 9.34201 -2.82627 1.91263
N 9.52122 -1.72742 2.19430
H 8.20032 -4.24284 0.88661
H 9.93454 -4.59636 0.95035
H 8.92675 -4.83613 2.38342
C -5.75965 -1.27400 5.98767
C -4.84719 -1.94306 6.90718
N -4.10787 -2.46852 7.61050
H -5.49520 -1.52848 4.96312
H -6.78375 -1.58519 6.18745
H -5.68637 -0.19622 6.11477
C -0.01977 5.10637 1.18579
C -0.90114 4.00344 1.56092
N -1.59787 3.13331 1.83597
H 0.78388 4.73662 0.54899
H -0.58419 5.85947 0.63872
H 0.41237 5.55746 2.07688
C 7.62966 -6.89010 -1.91182
C 8.05045 -6.86314 -0.51407
N 8.38628 -6.83118 0.58384
H 7.32460 -7.89708 -2.18693
H 6.79015 -6.22050 -2.06365
H 8.45515 -6.57950 -2.55017
C -2.20648 5.26482 -2.73362
C -2.73769 4.00695 -3.25237
N -3.15105 3.00311 -3.62542
H -2.99697 5.82446 -2.23764
H -1.41321 5.06497 -2.01704
H -1.80569 5.86174 -3.55063
C 2.73386 -4.70463 -2.49787
C 3.90848 -5.47525 -2.89336
N 4.83455 -6.07910 -3.20318
H 1.87419 -5.36929 -2.42783
H 2.90486 -4.23489 -1.53147
H 2.53298 -3.92827 -3.23293
C -7.16589 2.99158 -1.68039
C -6.29428 1.89444 -2.09302
N -5.60180 1.03788 -2.41312
H -7.79158 3.29748 -2.51369
H -7.80164 2.67332 -0.85750
H -6.56851 3.83972 -1.35589
C 7.24414 -0.63492 5.05769
C 6.40724 0.14360 4.15021
N 5.75167 0.75556 3.43428
H 8.15179 -0.94498 4.54112
H 7.51122 -0.03365 5.92436
H 6.70204 -1.51800 5.39075
C 1.51915 9.09937 -1.52315
C 0.66833 7.94971 -1.23191
N 0.00246 7.04616 -0.99209
H 2.27238 8.82382 -2.25866
H 0.91509 9.91422 -1.91684
H 2.01455 9.42876 -0.61221
C -9.78348 6.02858 -3.61942
C -9.23302 5.78262 -2.28946
N -8.80031 5.58963 -1.24417
H -10.26457 5.12653 -3.99259
H -10.51787 6.82984 -3.57084
H -8.98579 6.31637 -4.30133
C -1.00338 -6.13843 5.63149
C -0.22763 -5.47889 6.67761
N 0.38303 -4.95789 7.49789
H -1.90511 -6.57084 6.06010
H -1.28326 -5.41393 4.86908
H -0.40978 -6.92729 5.17405
C -9.92640 -3.75526 6.19613
C -9.66922 -2.37164 6.59084
N -9.46332 -1.28467 6.89850
H -10.73696 -3.78714 5.47757
H -9.03774 -4.18730 5.74699
H -10.20366 -4.33910 7.07215
C -11.44026 -4.36835 1.91195
C -10.55402 -4.97977 2.89780
N -9.85568 -5.46003 3.67162
H -11.13771 -4.66797 0.91074
H -12.46452 -4.69113 2.08727
H -11.38808 -3.28410 1.99120
*
```

For the HOMO-LUMO gap, the calculation gives 0.3105 hartree.

---

# 4
Here is a structure of composition C28H37BrFGeO5S5TeY from the Open Molecules 2025 dataset. Energies are from ωB97M-V with the def2-TZVPD basis set.

Structure (ORCA input):
```
! RIJCOSX wB97M-V def2-TZVPD def2/J DEFGRID3
* xyz -2 1
Y 1.65383 0.80436 -0.66016
C -6.13463 -1.82370 1.12759
C -5.08140 -2.87608 0.75366
C -4.73596 -3.70319 2.00004
C -5.70019 -3.81238 -0.28461
C -3.82214 -2.18579 0.23500
C -3.17115 -1.23568 1.01743
C -2.00805 -0.65375 0.57336
Br -1.19929 0.64289 1.69422
C -1.36434 -0.96075 -0.65798
O -0.18632 -0.47979 -0.93760
C -2.11472 -1.82215 -1.50850
C -3.26901 -2.43317 -1.00966
C -1.75666 -2.14385 -2.97129
C -1.23776 -3.58657 -3.05992
C -3.00543 -2.01015 -3.86546
C -0.71623 -1.20713 -3.57352
H -7.05196 -2.30719 1.47634
H -6.37404 -1.20257 0.26345
H -5.77598 -1.16774 1.91970
H -5.63071 -4.18284 2.40790
H -4.29969 -3.07476 2.77645
H -4.00857 -4.47770 1.75131
H -6.60172 -4.27191 0.12833
H -5.01210 -4.61209 -0.56217
H -5.97901 -3.27115 -1.18979
H -3.55125 -0.94138 1.98640
H -3.77220 -3.13619 -1.65682
H -1.98808 -4.30162 -2.71488
H -0.34768 -3.70685 -2.44118
H -0.97490 -3.83265 -4.09286
H -3.80583 -2.70164 -3.60377
H -2.72557 -2.20678 -4.90272
H -3.39939 -0.99441 -3.80645
H 0.24561 -1.28723 -3.08806
H -1.01167 -0.16037 -3.49775
H -0.59177 -1.44929 -4.63360
S 2.16344 0.58955 -3.52285
S 0.25908 3.17970 -3.24150
S 1.36641 4.27164 -1.91933
S 0.70957 3.36679 -0.10022
F 1.81300 0.78745 1.41160
C 3.07769 -2.01337 -5.26810
Te 3.61799 -1.19296 -3.34926
C 2.53036 -2.73427 -2.33126
H 3.63857 -2.92301 -5.47941
H 3.30733 -1.24747 -6.00581
H 2.00780 -2.20847 -5.27442
H 1.98213 -3.33150 -3.05585
H 1.84181 -2.25075 -1.64240
H 3.25040 -3.33385 -1.77914
O 5.43773 0.71874 -1.85773
S 4.61789 0.70502 -0.65633
O 3.68067 1.89259 -0.61539
O 3.59401 -0.46995 -0.79721
O 5.37920 0.56768 0.56432
Ge 2.28568 3.86546 1.44578
C 1.04412 4.30806 2.89770
C 0.30570 5.49000 2.84584
C -0.60465 5.80420 3.84234
C -0.80357 4.92894 4.89894
C -0.09010 3.74368 4.95416
C 0.83204 3.43745 3.96232
C 3.85486 3.01934 2.23247
C 3.87726 1.87123 3.02325
C 5.04631 1.49260 3.66238
C 6.20621 2.23031 3.51055
C 6.20026 3.36028 2.71621
C 5.02908 3.75608 2.08658
H 2.84555 5.17691 0.85620
H 0.43411 6.16176 2.00490
H -1.16911 6.72748 3.78753
H -1.52290 5.16695 5.67418
H -0.25658 3.05030 5.76904
H 1.38387 2.50721 4.01079
H 3.00221 1.24606 3.08409
H 5.05750 0.58495 4.25392
H 7.12421 1.90924 3.99064
H 7.11191 3.92749 2.56636
H 5.03692 4.63363 1.45171
*
```

For the HOMO-LUMO gap, the calculation gives 0.1835 hartree. The energy relative to the best compared isomer or geometry (same formula, charge and spin) is 141.8 kJ/mol.

---

DFT total energy (eV)
-245821.5003 -117252.0978 -86504.1402 -231671.6241
Max |F| (eV/A)
4.584 3.861 0.807 0.421